# 1
C29H45N5O6P2Sr as an isolated structure, computed with ωB97M-V/def2-TZVPD.

The electronic energy comes out at -69951.3872 eV. The calculation puts the energy relative to the best compared isomer or geometry (same formula, charge and spin) at 29.0 kJ/mol.

Structure (ORCA input):
```
! wB97M-V def2-TZVPD RIJCOSX def2/J DEFGRID3
* xyz 2 1
H -1.854 2.115 -0.307
H -3.501 0.983 5.396
C -2.814 2.368 0.144
H 2.191 0.475 -4.597
C 4.077 -3.013 -3.493
N 1.017 2.166 -2.460
H -4.244 -4.684 2.023
H -2.642 2.728 1.159
Sr 1.081 0.023 -1.121
C -3.058 1.186 4.421
H 4.325 -0.371 3.095
H 1.023 7.365 -2.172
H -3.877 0.771 -0.842
C 1.072 4.249 -3.375
H 1.113 6.188 -4.345
C 1.137 0.764 -4.518
H -3.242 2.232 4.172
N 1.098 3.281 -4.373
H -3.544 0.555 3.677
H -1.341 -1.816 2.586
C 2.236 -0.828 2.916
O -2.822 -2.287 0.148
H -5.412 -1.685 0.022
H 4.562 -1.595 -0.433
C -3.490 -4.244 1.371
P -0.077 0.272 2.352
C 6.160 -3.673 -2.618
C -3.742 1.175 0.163
C 0.780 -1.636 -4.220
H -1.198 1.620 6.460
H 0.909 3.648 -0.023
C 2.281 -2.267 3.370
H -3.911 -2.206 1.927
C -1.574 0.920 4.478
H -2.531 -4.279 1.887
C -3.882 -2.827 1.026
H 1.120 3.449 -5.366
H 1.435 -2.839 2.988
C 0.965 5.576 -0.985
C 1.069 2.072 -3.774
H 5.447 -4.328 -4.540
O 0.534 0.909 1.144
C 4.742 -2.189 -1.321
H 3.368 0.011 4.530
H 0.021 -2.321 -3.835
H 0.241 1.580 5.435
H 3.268 1.053 3.101
C 5.251 -3.740 -3.654
H -0.981 2.848 5.206
H 2.198 -0.751 1.817
O -1.047 1.197 3.117
H -3.423 -4.848 0.466
P -2.092 -0.937 0.419
H -5.150 -3.310 -0.636
H -4.932 1.822 1.827
H -5.598 2.226 0.242
H -3.267 3.171 -0.438
H 2.267 -2.315 4.459
C -0.826 1.797 5.451
N 0.439 -0.294 -3.776
O 0.978 -0.233 3.401
H 7.089 -4.220 -2.694
H -5.702 0.568 0.838
H 6.655 -2.881 -0.685
C -5.075 1.458 0.810
N 2.969 -2.835 -4.307
H -1.379 -0.135 4.691
C 5.910 -2.907 -1.468
C 2.109 -2.022 -3.661
H -0.128 -1.772 1.268
C 3.368 0.023 3.440
H 2.823 -3.243 -5.216
O -3.107 0.108 0.973
H 3.200 -2.737 3.020
N 2.564 -1.633 -2.488
H -6.000 -3.100 0.902
C 1.021 6.284 -2.196
C -0.927 -1.216 1.775
C 1.020 3.535 -2.180
H 0.790 -1.752 -5.310
C 3.812 -2.251 -2.357
H 0.765 0.884 -5.541
C 1.073 5.638 -3.414
O -1.320 -0.518 -0.788
C 0.960 4.197 -0.955
H -0.564 -0.162 -3.855
C -5.189 -2.720 0.280
H 0.923 6.129 -0.057
*
```


# 2
C28H32Cl5HfN3O4 as an isolated structure, computed with ωB97M-V/def2-TZVPD.

The electronic energy comes out at -106141.9164 eV. The calculation puts the energy relative to the best compared isomer or geometry (same formula, charge and spin) at 96.7 kJ/mol.

Structure (ORCA input):
```
! wB97M-V def2-TZVPD RIJCOSX def2/J DEFGRID3
* xyz -2 1
C 3.933 -4.145 2.078
C -2.988 1.040 -2.238
Cl 5.253 -5.882 0.458
H -2.638 3.649 -1.992
H -4.506 0.821 3.914
C -2.780 -0.407 3.628
H -1.437 -2.815 -0.997
C 3.020 -3.108 2.313
Cl 2.735 -2.539 3.933
O 1.826 -2.403 -1.051
H -2.343 -0.670 -3.387
H 0.258 -1.668 3.407
Cl 4.809 -4.858 3.399
C 1.852 1.342 -3.733
C 1.299 1.044 -5.138
H -3.478 0.876 -0.112
H 1.436 3.854 -3.183
H -2.072 -2.222 0.515
H -1.398 0.847 0.328
H 2.552 2.179 -3.829
C 0.588 3.267 -2.838
H 0.175 -0.034 5.247
H -4.354 -0.258 -1.150
H 2.103 0.741 -5.822
C 1.425 1.771 1.860
C -0.368 1.069 -2.325
C -3.385 0.233 -0.996
O 1.399 -1.562 1.512
C 3.424 -3.987 -0.266
H -3.737 1.831 -2.356
N -0.231 -0.215 -1.968
H -1.126 -2.134 2.589
H 2.054 -0.760 -3.241
C 0.692 1.883 -2.890
C -1.143 -2.425 -0.020
C -3.484 0.630 4.222
C 2.508 1.033 1.075
H 0.791 1.918 -5.555
H -4.076 -0.301 -3.576
H 1.844 2.735 2.147
C -1.448 -0.675 3.992
H -0.591 5.019 -2.353
C -1.573 1.181 5.549
C 4.134 -4.593 0.784
Cl 3.643 -4.524 -1.903
C -3.076 0.136 -3.478
C -1.682 3.159 -2.166
H -2.850 0.705 -4.384
C 0.124 1.974 1.101
Hf 0.618 -0.930 -0.381
O 2.115 0.498 -0.048
H -0.973 0.395 1.846
N -0.753 -1.705 3.423
O 3.643 1.015 1.520
Cl -0.493 -3.940 0.842
H 3.070 0.292 -2.259
H -3.444 2.251 5.643
C 2.665 0.136 -3.258
C -0.556 3.937 -2.406
H -0.496 2.713 1.611
C -1.642 1.769 -2.188
C 2.522 -2.954 -0.054
H -3.249 -1.023 2.865
H 0.573 0.225 -5.076
H 1.252 1.204 2.781
H -2.639 -0.536 -0.814
C 2.292 -2.502 1.290
N -0.610 0.690 0.950
H 0.332 2.352 0.101
H -1.090 1.803 6.294
C -0.858 0.148 4.967
C -2.894 1.436 5.191
H 3.502 -0.030 -3.947
*
```


# 3
C31H30N4O3S2W as an isolated structure, computed with ωB97M-V/def2-TZVPD.

The electronic energy comes out at -68220.3953 eV. The calculation puts the energy relative to the best compared isomer or geometry (same formula, charge and spin) at 0.0 kJ/mol.

Structure (ORCA input):
```
! wB97M-V def2-TZVPD RIJCOSX def2/J DEFGRID3
* xyz 2 1
O -0.779 -1.165 -0.991
H 5.907 -1.745 1.981
H 1.434 -3.777 0.634
C -1.383 -1.837 -3.209
O -0.537 3.398 3.226
H 1.853 -2.598 2.408
H -1.927 -5.168 -3.457
H 1.205 1.970 2.828
S -2.030 -0.299 1.621
C -1.577 5.110 1.843
C -1.560 -3.161 -2.808
H -1.982 -4.572 -5.849
C -2.354 -4.784 1.447
H 2.917 1.475 2.898
N 1.686 0.170 1.785
N 0.246 -2.076 1.130
H 6.234 -1.433 -0.449
C -1.970 4.638 -0.488
H -4.453 -4.522 1.812
H 0.571 -3.038 -0.736
C -1.416 3.367 -0.306
H -2.239 3.532 4.415
C -3.416 -2.653 1.710
C -1.429 -1.497 -4.562
C 4.303 -0.564 -0.756
C 1.123 -2.841 0.176
C -1.418 2.421 -1.370
H -1.291 -0.467 -4.861
C -1.641 -2.484 -5.508
H -2.453 6.489 0.462
C -0.947 2.989 0.956
S 1.776 0.466 -1.091
H 3.827 -1.035 3.057
H 2.260 2.176 1.404
H 0.296 -0.126 3.301
C 5.306 -1.129 0.016
C 2.034 1.553 2.266
H -1.112 4.912 4.563
H -2.339 4.931 -1.462
H -1.671 -2.227 -6.557
H -1.836 2.717 -2.328
C -2.038 5.499 0.587
C 0.922 -2.042 2.491
H -0.670 3.343 5.244
C -1.814 -3.803 -5.107
C 2.932 -0.360 1.212
C 3.937 -0.912 1.988
C -1.163 -0.792 -2.219
N -1.034 1.181 -1.295
W -0.118 0.111 0.323
C -3.500 -4.033 1.666
C -2.187 -2.033 1.505
H -4.295 -2.050 1.895
C -1.035 3.849 2.055
C 5.123 -1.307 1.380
N -1.297 0.461 -2.456
H -1.641 5.808 2.666
H -2.411 -5.864 1.431
H 1.911 -0.612 3.767
H 4.433 -0.429 -1.821
C -1.124 -4.169 1.254
H 2.014 -2.265 -0.043
C -1.041 -2.786 1.265
C -1.778 -4.140 -3.760
H 0.292 -2.549 3.217
O -0.358 1.792 1.096
C -1.192 3.835 4.430
C 3.112 -0.183 -0.152
C 1.194 -0.625 2.943
H -1.555 -3.414 -1.755
H -0.253 -4.787 1.099
*
```


# 4
A 6-piece molecular cluster, C7H25NO5 overall, computed with ωB97M-V/def2-TZVPD.

The electronic energy comes out at -19388.5084 eV. The calculation puts the energy relative to the best compared isomer or geometry (same formula, charge and spin) at 398.9 kJ/mol. The SMILES is CCC/C=C/NCC.O.O.O.O.O.

Structure (ORCA input):
```
! wB97M-V def2-TZVPD RIJCOSX def2/J DEFGRID3
* xyz 0 1
C 1.125 -2.377 -1.510
H 0.693 -3.035 -0.743
O 2.375 -2.229 2.090
H -0.681 -1.777 2.430
H 1.466 3.800 -1.849
H -2.012 4.155 0.423
H 1.793 -2.562 1.393
C -0.047 -2.197 -2.538
H -1.167 0.688 1.279
H -0.730 -1.455 -0.032
H -1.202 3.507 1.709
C -1.309 -0.915 -0.825
N -2.006 0.792 0.726
H -2.112 -2.395 -2.092
H -0.179 3.856 -1.861
C -2.054 0.170 -0.471
H -0.826 -3.227 2.224
H -2.615 1.877 2.305
O 0.669 4.061 -2.368
H 1.728 -1.914 2.754
H -0.135 -3.158 -3.042
O 2.768 0.244 2.019
H -1.493 -0.805 -2.788
O 2.035 1.155 -0.624
C -2.587 2.098 1.107
H 0.483 -1.520 -3.493
O -0.185 -2.557 2.556
H 1.510 -1.376 -1.078
H 2.128 1.812 0.092
H 1.848 0.253 -0.331
H 3.142 -0.313 2.797
C -1.359 -1.649 -2.112
H -0.717 2.856 -0.022
C -1.562 3.204 0.767
H 1.885 -2.971 -1.876
H 2.954 -0.401 1.364
H -3.593 2.383 0.688
H -2.665 0.773 -1.221
*
```


# 5
C17H10CuN4O7S as an isolated structure, computed with ωB97M-V/def2-TZVPD.

The electronic energy comes out at -93556.3385 eV. The calculation puts the energy relative to the best compared isomer or geometry (same formula, charge and spin) at 0.0 kJ/mol.

Structure (ORCA input):
```
! wB97M-V def2-TZVPD RIJCOSX def2/J DEFGRID3
* xyz -1 1
H 3.553 -2.443 0.164
C -3.864 -2.542 0.175
Cu -1.279 -1.665 0.680
O -1.871 2.432 -0.050
C 2.795 -1.677 -0.054
C -5.220 1.560 -0.047
C 5.276 0.494 0.645
H 7.204 -0.343 -1.925
C -6.071 0.528 0.197
O -4.588 -3.384 -0.346
H 1.483 -2.706 1.285
N 0.527 -1.058 0.520
C -3.892 1.319 -0.313
O -2.112 -0.222 -0.459
C 5.537 0.060 -0.648
H -0.220 0.609 -0.303
C -5.653 -0.819 0.178
S 4.371 -0.286 -1.875
H 4.280 0.597 1.063
C -4.291 -1.101 -0.016
O -3.459 3.478 -1.048
N 7.535 1.020 1.119
C 2.906 -0.559 -0.859
C 1.808 0.256 -1.047
C 7.804 0.594 -0.096
H 1.778 1.206 -1.603
O -8.236 -0.001 0.907
H 8.849 0.589 -0.408
H 5.992 1.418 2.403
N -7.455 0.841 0.447
H -6.372 -1.578 0.309
C 6.284 1.000 1.459
C 1.609 -1.845 0.677
H -5.562 2.556 -0.088
N -2.989 2.468 -0.498
C 6.900 0.058 -0.992
O -2.847 -2.765 0.903
C 0.666 -0.039 -0.305
C -3.332 -0.012 -0.300
O -7.847 1.963 0.149
*
```


# 6
A 2-piece molecular cluster, C2H5N2O overall, computed with ωB97M-V/def2-TZVPD.

The electronic energy comes out at -7170.4233 eV. The calculation puts the energy relative to the best compared isomer or geometry (same formula, charge and spin) at 541.1 kJ/mol.

Structure (ORCA input):
```
! wB97M-V def2-TZVPD RIJCOSX def2/J DEFGRID3
* xyz 1 1
O -2.457 0.705 -0.395
N 1.073 0.637 0.163
H 0.953 -0.991 -1.683
N -0.842 -0.929 0.545
H 1.531 0.307 0.995
H 1.894 0.828 -0.410
C -1.465 0.097 -0.118
C -0.074 -0.260 -0.462
H -1.059 -1.886 0.925
H 0.447 1.493 0.441
*
```


# 7
One molecule with the formula C3H7N3O, computed with ωB97M-V/def2-TZVPD.

The electronic energy comes out at -9739.1610 eV. The calculation puts the energy relative to the best compared isomer or geometry (same formula, charge and spin) at 373.6 kJ/mol.

Structure (ORCA input):
```
! wB97M-V def2-TZVPD RIJCOSX def2/J DEFGRID3
* xyz 0 1
C -1.040 -0.220 0.149
H 1.599 1.178 0.815
H -2.549 -1.262 0.962
O -0.199 -1.174 0.420
C 1.414 -0.796 -0.017
N 0.556 1.080 -1.070
N -2.343 -0.341 0.604
H 1.533 -1.347 -0.946
H 2.579 0.900 -0.653
C 1.626 0.678 -0.165
N -0.653 0.890 -0.463
H 1.824 -1.290 0.859
H -1.286 1.684 -0.482
H -3.059 0.019 -0.013
*
```


# 8
C27H33IrN5O as an isolated structure, computed with ωB97M-V/def2-TZVPD.

The electronic energy comes out at -40863.8128 eV. The calculation puts the energy relative to the best compared isomer or geometry (same formula, charge and spin) at 15.4 kJ/mol.

Structure (ORCA input):
```
! wB97M-V def2-TZVPD RIJCOSX def2/J DEFGRID3
* xyz 1 1
H 0.970 -6.130 1.923
C 3.274 -1.222 -1.959
C -0.205 4.148 2.849
H 1.752 -1.534 1.922
H 3.931 -1.901 -2.479
H 2.024 -0.438 3.291
H 1.475 -3.325 -2.465
H -2.791 -1.552 -1.353
C 0.339 1.521 2.244
N 1.504 -0.432 -0.824
C 2.062 -1.560 -1.413
C -1.647 -5.758 -0.180
N -1.357 -0.079 -1.812
C -0.689 3.606 1.668
O -1.004 -2.360 0.695
H -1.552 -0.134 2.740
H 0.714 -3.635 1.919
C -0.370 2.295 1.313
C 1.763 -0.493 2.234
H -0.456 5.170 3.099
C -1.620 3.171 -3.692
H -2.470 -3.798 -0.647
H 4.326 0.750 -2.006
H 1.469 2.570 -1.221
C 3.478 0.150 -1.714
C 0.594 3.405 3.703
C -0.838 -0.880 -2.945
N 0.416 0.071 1.989
H -2.353 -6.299 -0.794
H -0.586 -1.628 2.767
H 1.887 2.137 0.437
H 1.413 1.467 4.096
C -1.201 4.054 -2.712
H 2.022 -3.626 -0.824
C -1.679 1.816 -3.405
H -0.789 -1.918 -2.637
H -1.505 -0.809 -3.803
H 0.990 3.844 4.607
H 0.157 -0.529 -3.209
H -0.275 -0.322 3.954
C 2.386 0.618 -1.028
H -1.102 5.107 -2.939
C 1.464 -2.924 -1.449
C 2.193 2.035 -0.601
C 0.196 -5.665 1.330
H 3.148 2.550 -0.700
C -2.762 -0.482 -1.539
C -0.564 -0.555 2.929
H -3.394 -0.232 -2.393
C -0.997 2.252 -1.122
C 0.078 -4.293 1.350
C 0.842 2.073 3.406
H 2.493 0.044 1.633
H -3.131 0.046 -0.659
C -1.731 -4.385 -0.125
Ir -0.317 -0.221 0.044
H -0.593 -7.493 0.523
N -0.871 -3.675 0.626
N -0.706 1.653 0.113
H -0.512 4.308 -0.715
C -0.672 -6.415 0.554
H -1.876 3.527 -4.680
C -1.346 1.361 -2.143
H 0.439 -2.914 -1.112
C -0.886 3.606 -1.439
H -1.971 1.122 -4.180
H -1.334 4.199 1.043
*
```


no.,largest force on an atom (eV/Å)
1,0.59
2,1.75
3,0.31
4,5.56
5,2.58
6,5.30
7,2.21
8,0.28